Record 1
58
Properties=species:S:1:pos:R:3 method="wB97M-V/def2-TZVPD" multiplicity=2 total_charge=+2 de_lowest_kcal_mol=20.51 largest_force_ha_per_bohr=0.018
Ru 0.147 -0.093 -0.239
C -1.386 -3.115 -8.012
C -1.250 -2.366 -6.720
C -1.444 -0.989 -6.664
C -1.344 -0.298 -5.467
C -1.041 -1.003 -4.311
C -0.846 -2.381 -4.336
C -0.951 -3.051 -5.537
S -0.896 -0.127 -2.816
O -1.469 -0.972 -1.737
O -1.396 1.203 -2.984
N 0.653 -0.126 -2.314
C 1.424 1.036 -2.164
C 1.820 1.931 -3.135
C 2.543 3.028 -2.689
C 2.805 3.195 -1.328
C 2.324 2.274 -0.420
N 1.660 1.192 -0.849
H -1.460 -2.439 -8.860
H -2.285 -3.733 -7.994
H -0.537 -3.780 -8.171
H -1.688 -0.449 -7.569
H -1.516 0.769 -5.423
H -0.652 -2.923 -3.419
H -0.816 -4.126 -5.567
H 1.556 1.776 -4.170
H 2.894 3.770 -3.394
H 3.362 4.049 -0.973
H 2.462 2.379 0.647
Cl -1.229 1.825 0.095
C -1.812 1.634 1.752
C -2.690 2.588 2.217
C -3.174 2.453 3.511
C -2.779 1.388 4.303
C -1.893 0.446 3.806
Cl -1.413 -0.873 4.807
C -1.385 0.550 2.508
S -0.247 -0.631 1.870
H -2.996 3.411 1.587
H -3.867 3.185 3.902
H -3.156 1.278 5.310
N 2.512 -4.416 0.247
C 1.183 -4.405 -0.464
C 0.443 -3.127 -0.112
N 1.228 -1.920 -0.445
C 2.554 -1.946 0.197
C 3.333 -3.211 -0.129
H 3.024 -5.273 0.029
H 2.355 -4.422 1.259
H 0.625 -5.287 -0.157
H 1.405 -4.475 -1.529
H 0.205 -3.105 0.954
H -0.503 -3.088 -0.652
H 1.331 -1.846 -1.463
H 2.412 -1.848 1.276
H 3.127 -1.082 -0.134
H 4.274 -3.255 0.416
H 3.536 -3.300 -1.196

=====

Record 2
51
Properties=species:S:1:pos:R:3 method="wB97M-V/def2-TZVPD" multiplicity=7 largest_force_ha_per_bohr=0.062
C -2.841 2.539 1.921
C -2.879 1.794 0.701
C -2.761 0.413 1.019
H -3.005 2.203 -0.301
C -2.648 0.288 2.435
C -2.700 1.602 3.001
H -2.576 -0.652 2.982
C 0.816 3.993 0.457
C -0.231 3.602 -0.430
C 0.194 2.447 -1.144
H -1.186 4.113 -0.567
C 1.497 2.091 -0.688
C 1.886 3.058 0.298
H -2.805 -0.416 0.308
H -2.633 1.850 4.063
H -2.913 3.626 2.014
H 2.845 3.065 0.816
H -0.349 1.942 -1.945
H 0.805 4.840 1.145
Eu -0.165 1.807 1.844
C 2.397 1.003 -1.248
C 3.751 1.635 -1.593
C 1.811 0.388 -2.526
H 3.618 2.449 -2.316
H 4.418 0.890 -2.046
H 4.250 2.041 -0.708
H 1.701 1.157 -3.300
H 0.834 -0.075 -2.345
H 2.493 -0.385 -2.908
C 2.640 -0.130 -0.199
C 1.467 -1.042 0.097
H 2.954 0.321 0.760
H 3.482 -0.752 -0.549
O 0.328 -0.600 0.365
N 1.663 -2.382 0.088
C 0.705 -3.226 0.828
H 2.613 -2.735 0.011
C -0.626 -3.285 0.131
C -1.812 -3.358 0.876
H -1.747 -3.322 1.967
C -3.046 -3.451 0.226
H -3.963 -3.509 0.816
C -3.102 -3.479 -1.174
H -4.066 -3.559 -1.680
C -1.918 -3.409 -1.919
H -1.944 -3.430 -3.010
C -0.684 -3.318 -1.264
H 0.249 -3.258 -1.832
H 0.573 -2.823 1.841
H 1.141 -4.227 0.916
Cl 1.468 1.666 3.766

=====

Record 3
55
Properties=species:S:1:pos:R:3 method="wB97M-V/def2-TZVPD" multiplicity=5 largest_force_ha_per_bohr=0.016
Co 0.195 0.115 -0.127
C 0.666 -0.091 3.045
N 0.044 0.873 2.131
C 0.780 2.147 2.177
C 2.128 2.054 1.466
C 1.994 2.395 -0.013
N 0.861 1.739 -0.616
C 0.280 2.392 -1.706
C -0.956 1.700 -2.211
C -2.087 2.549 -2.597
C -3.232 2.127 -3.141
C -3.508 0.763 -3.513
C -2.831 -0.344 -3.174
C -1.793 -0.579 -2.144
O -1.596 -1.758 -1.852
C -1.388 1.035 2.475
C -2.318 0.308 1.507
C -1.972 -1.159 1.293
N -0.634 -1.362 0.719
C -0.140 -2.539 0.817
C 1.169 -2.939 0.401
C 1.518 -4.299 0.425
C 2.779 -4.718 0.085
C 3.739 -3.763 -0.276
C 3.430 -2.425 -0.303
C 2.134 -1.967 0.024
O 1.885 -0.689 -0.006
H 0.754 0.336 4.052
H 1.657 -0.374 2.695
H 0.062 -0.994 3.100
H 0.923 2.454 3.223
H 0.171 2.907 1.684
H 2.531 1.047 1.563
H 2.840 2.743 1.923
H 2.925 2.119 -0.529
H 1.875 3.481 -0.116
H 0.322 3.481 -1.688
H -1.922 3.616 -2.492
H -3.969 2.871 -3.418
H -4.351 0.627 -4.183
H -3.159 -1.287 -3.593
H -1.650 2.094 2.464
H -1.563 0.671 3.493
H -2.302 0.819 0.546
H -3.337 0.361 1.896
H -2.704 -1.594 0.609
H -2.039 -1.696 2.245
H -0.757 -3.318 1.268
H 0.761 -5.021 0.711
H 3.033 -5.769 0.097
H 4.740 -4.085 -0.537
H 4.164 -1.681 -0.584
Se 0.660 2.423 -4.701
C 0.298 1.758 -3.086
N -1.113 0.445 -1.528

=====

Record 4
54
Properties=species:S:1:pos:R:3 method="wB97M-V/def2-TZVPD" total_charge=+1 largest_force_ha_per_bohr=0.045
C 2.403 0.053 2.318
C 1.990 -0.643 1.049
C 2.951 -0.820 0.114
C 0.560 -1.064 0.881
Si -0.194 -2.224 2.211
C -2.059 -2.197 1.982
C 0.488 -3.942 1.929
C 0.197 -1.701 3.966
H 1.579 0.619 2.768
H 2.779 -0.659 3.064
H 3.230 0.752 2.124
H 2.742 -1.226 -0.880
H 3.973 -0.645 0.430
H -0.110 -0.185 0.919
H 0.429 -1.563 -0.087
H -2.539 -2.851 2.722
H -2.464 -1.183 2.115
H -2.346 -2.549 0.982
H 0.177 -4.603 2.750
H 0.113 -4.365 0.986
H 1.588 -3.930 1.890
H -0.332 -2.369 4.661
H 1.270 -1.768 4.193
H -0.138 -0.674 4.169
F 5.625 -5.883 0.000
C 6.379 -4.955 0.660
F 5.975 -4.968 1.971
F 7.680 -5.396 0.639
C 6.248 -3.584 0.068
C 6.634 -2.491 0.843
C 6.437 -1.218 0.349
C 5.821 -1.015 -0.923
C 5.298 0.273 -1.257
C 5.442 0.878 -2.530
C 5.990 0.202 -3.664
C 6.083 0.830 -4.893
C 5.731 2.173 -5.003
C 5.821 2.834 -6.348
F 5.314 4.101 -6.344
F 7.115 2.923 -6.791
F 5.126 2.135 -7.300
C 5.281 2.896 -3.899
C 5.124 2.258 -2.686
C 5.545 -2.159 -1.721
C 5.745 -3.434 -1.220
H 7.078 -2.644 1.824
H 6.737 -0.345 0.938
H 4.967 0.943 -0.461
H 6.379 -0.808 -3.564
H 6.440 0.279 -5.760
H 5.040 3.950 -4.001
H 4.785 2.827 -1.816
H 5.097 -2.045 -2.710
H 5.495 -4.303 -1.821

=====

Record 5
56
Properties=species:S:1:pos:R:3 method="wB97M-V/def2-TZVPD" de_lowest_kcal_mol=29.33 largest_force_ha_per_bohr=0.019 smiles="O=C(NCc1ccc(F)cc1)C1CCN(S(=O)(=O)c2ccc3c(c2)OCCCO3)CC1"
O 3.163 0.437 -3.172
C 2.448 0.914 -2.312
N 1.343 0.305 -1.840
C 1.010 -1.061 -2.184
C 1.347 -2.003 -1.057
C 0.377 -2.818 -0.489
C 0.685 -3.645 0.577
C 1.977 -3.643 1.068
F 2.284 -4.448 2.105
C 2.966 -2.850 0.515
C 2.642 -2.034 -0.552
C 2.750 2.286 -1.702
C 1.507 3.155 -1.438
C 1.095 3.121 0.040
N 1.320 1.792 0.568
S 0.408 1.428 1.939
O 0.378 2.542 2.843
O 0.878 0.163 2.415
C -1.195 1.219 1.183
C -2.181 2.182 1.284
C -3.382 1.978 0.636
C -3.617 0.826 -0.122
C -2.604 -0.147 -0.209
C -1.404 0.066 0.456
O -2.695 -1.274 -1.001
C -3.661 -2.240 -0.630
C -5.070 -1.651 -0.473
C -5.238 -0.423 -1.366
O -4.833 0.769 -0.712
C 2.736 1.470 0.714
C 3.561 2.108 -0.410
H 0.915 0.693 -1.007
H 1.597 -1.308 -3.075
H -0.056 -1.121 -2.422
H -0.628 -2.806 -0.886
H -0.058 -4.283 1.029
H 3.966 -2.881 0.918
H 3.403 -1.420 -1.012
H 3.395 2.784 -2.433
H 0.682 2.807 -2.060
H 1.716 4.189 -1.714
H 1.653 3.865 0.623
H 0.032 3.344 0.148
H -2.000 3.064 1.876
H -4.175 2.706 0.688
H -0.628 -0.681 0.412
H -3.637 -2.963 -1.449
H -3.352 -2.744 0.296
H -5.243 -1.346 0.561
H -5.808 -2.409 -0.730
H -6.292 -0.250 -1.596
H -4.685 -0.549 -2.305
H 3.102 1.820 1.688
H 2.810 0.381 0.703
H 3.913 3.092 -0.094
H 4.437 1.491 -0.609

=====

Record 6
61
Properties=species:S:1:pos:R:3 method="wB97M-V/def2-TZVPD" multiplicity=4 total_charge=+3 de_lowest_kcal_mol=28.04 largest_force_ha_per_bohr=0.056
Re -0.332 -0.496 -1.239
S -1.309 1.647 -1.300
C -0.880 2.155 0.381
N -1.281 3.254 0.940
N -1.701 4.355 0.422
C -1.348 4.968 -0.758
C -0.188 4.585 -1.455
C 0.170 5.251 -2.604
C -0.607 6.305 -3.079
C -1.744 6.705 -2.380
C -2.115 6.056 -1.220
N -0.256 1.261 1.127
N 0.140 0.151 0.656
C 0.614 -0.748 1.618
C 1.618 -1.680 1.313
C 1.997 -2.619 2.256
C 1.398 -2.635 3.511
C 0.436 -1.685 3.830
C 0.045 -0.743 2.900
H -2.267 4.911 1.068
H 0.446 3.818 -1.035
H 1.069 4.974 -3.128
H -0.318 6.822 -3.982
H -2.333 7.532 -2.750
H -3.004 6.355 -0.682
H 2.142 -1.618 0.368
H 2.776 -3.329 2.026
H 1.693 -3.369 4.245
H -0.011 -1.675 4.810
H -0.712 -0.010 3.130
I -1.361 -1.134 -3.864
C 0.107 -2.721 -3.901
I 0.789 -3.067 -1.903
H 0.951 -2.420 -4.517
H -0.346 -3.633 -4.279
S 1.618 0.390 -2.557
C 2.711 1.151 -1.515
N 3.871 1.659 -2.026
C 4.805 2.192 -1.217
C 4.570 2.258 0.136
C 3.332 1.771 0.590
N 2.444 1.235 -0.215
H 4.028 1.610 -3.031
H 5.714 2.555 -1.675
H 5.295 2.670 0.820
H 3.050 1.813 1.635
S -2.320 -1.521 -0.147
C -2.266 -3.128 0.519
N -3.437 -3.722 0.632
C -3.644 -5.009 1.283
C -2.457 -5.338 2.178
C -1.167 -5.096 1.402
N -1.152 -3.722 0.916
H -4.254 -3.229 0.291
H -3.776 -5.775 0.511
H -4.567 -4.955 1.863
H -2.514 -6.382 2.480
H -2.471 -4.711 3.071
H -1.116 -5.780 0.549
H -0.289 -5.261 2.025
H -0.287 -3.202 0.959

=====

Record 7
52
Properties=species:S:1:pos:R:3 method="wB97M-V/def2-TZVPD" total_charge=+1 largest_force_ha_per_bohr=0.040
C -1.794 4.572 -1.451
C -1.676 3.419 -2.423
N -0.507 2.623 -2.152
C -0.093 1.633 -3.133
C 0.945 0.839 -2.366
N 0.796 1.219 -0.958
C -0.033 2.235 -0.925
S -0.471 3.051 0.530
C -1.862 4.073 -0.026
H -0.958 5.264 -1.586
H -2.719 5.110 -1.680
H -2.577 2.789 -2.344
H -1.585 3.777 -3.455
H -0.938 0.992 -3.416
H 0.307 2.116 -4.028
H 0.813 -0.246 -2.496
H 1.951 1.101 -2.732
H -1.872 4.923 0.666
H -2.757 3.457 0.134
C 2.558 -5.010 -3.513
O 3.321 -3.911 -2.981
C 2.873 -3.272 -1.870
C 3.611 -2.125 -1.481
C 3.118 -1.298 -0.510
C 1.901 -1.591 0.181
C 1.383 -0.616 1.063
C 0.157 -0.629 1.771
C 0.057 0.169 2.949
C -1.106 0.162 3.688
C -2.195 -0.647 3.271
O -3.257 -0.614 4.122
C -2.894 0.287 5.239
C -1.497 0.853 4.955
C -2.148 -1.401 2.088
C -0.999 -1.355 1.334
C 1.308 -2.866 -0.067
C 1.734 -3.660 -1.118
H 3.146 -5.332 -4.371
H 2.470 -5.825 -2.783
H 1.560 -4.680 -3.833
H 4.543 -1.913 -2.005
H 3.642 -0.376 -0.258
H 2.028 0.246 1.236
H 0.905 0.771 3.276
H -3.662 1.068 5.293
H -2.911 -0.302 6.165
H -0.799 0.634 5.773
H -1.539 1.944 4.832
H -3.019 -1.992 1.818
H -0.962 -1.862 0.373
H 0.504 -3.226 0.573
H 1.198 -4.579 -1.369

=====

Record 8
52
Properties=species:S:1:pos:R:3 method="wB97M-V/def2-TZVPD" de_lowest_kcal_mol=41.33 largest_force_ha_per_bohr=0.024 smiles="CCc1ccccc1N(CC)C(=O)CCc1nc(-c2ccc(C)cc2)no1"
C -3.715 -3.671 -1.235
C -2.953 -2.462 -0.689
C -1.918 -1.968 -1.663
C -0.864 -2.802 -2.021
C 0.094 -2.410 -2.935
C 0.012 -1.159 -3.523
C -1.013 -0.305 -3.166
C -1.969 -0.692 -2.231
N -2.989 0.239 -1.886
C -3.974 0.543 -2.913
C -4.844 -0.659 -3.251
C -3.027 0.914 -0.709
O -3.916 1.698 -0.440
C -1.863 0.667 0.240
C -0.634 1.475 -0.203
C 0.563 1.059 0.563
N 1.375 1.803 1.240
C 2.295 0.908 1.727
C 3.414 1.297 2.557
C 4.309 0.340 3.034
C 5.370 0.726 3.824
C 5.567 2.065 4.157
C 6.731 2.462 5.011
C 4.669 3.011 3.677
C 3.601 2.637 2.885
N 2.039 -0.320 1.354
O 0.913 -0.237 0.593
H -4.459 -3.998 -0.512
H -4.223 -3.418 -2.162
H -3.040 -4.501 -1.432
H -2.460 -2.752 0.243
H -3.664 -1.667 -0.460
H -0.794 -3.779 -1.565
H 0.902 -3.077 -3.191
H 0.751 -0.843 -4.244
H -1.077 0.679 -3.608
H -3.457 0.888 -3.815
H -4.587 1.357 -2.520
H -4.235 -1.474 -3.637
H -5.378 -1.002 -2.368
H -5.572 -0.381 -4.008
H -2.173 0.994 1.234
H -1.603 -0.389 0.274
H -0.792 2.542 -0.054
H -0.435 1.288 -1.262
H 4.153 -0.695 2.774
H 6.063 -0.017 4.193
H 7.666 2.253 4.493
H 6.697 3.522 5.250
H 6.733 1.893 5.940
H 4.809 4.053 3.927
H 2.902 3.369 2.511

=====

Record 9
52
Properties=species:S:1:pos:R:3 method="wB97M-V/def2-TZVPD" de_lowest_kcal_mol=496.24 largest_force_ha_per_bohr=0.368
C 0.370 4.585 3.981
H 1.167 5.234 3.442
H 0.423 4.571 4.945
H -0.517 4.920 3.509
O 0.720 3.460 3.435
C 1.721 2.702 4.076
C 2.631 3.339 4.890
C 3.969 2.487 5.194
C 4.034 1.140 4.970
C 2.911 0.551 4.167
C 1.913 1.063 3.820
N 0.966 0.578 3.076
C 0.698 -0.647 2.915
H 0.982 -1.315 4.014
C 1.522 -1.461 1.811
N 0.889 -0.881 0.733
C 0.144 -1.540 -0.290
O -0.007 -2.804 0.012
C -0.229 -1.090 -1.586
H -1.022 -0.214 -1.094
H 0.668 -0.490 -2.042
C -1.061 -2.014 -2.195
C -1.611 -1.414 -3.546
C -1.583 -0.067 -3.893
N -1.930 0.034 -5.291
C -2.804 -1.072 -5.614
C -3.654 -1.185 -6.674
C -4.001 -2.806 -6.706
C -3.796 -3.552 -5.612
C -3.007 -3.262 -4.658
C -2.365 -2.072 -4.564
H -2.551 -3.961 -3.956
H -4.130 -4.652 -5.830
H -4.705 -2.810 -7.543
H -3.863 -0.546 -7.358
H -2.240 0.807 -5.697
H -0.802 0.816 -3.732
H -0.540 -2.795 -2.557
H -1.795 -2.465 -1.784
C 1.166 0.423 0.765
H 0.642 0.955 -0.362
C 0.251 1.101 2.004
H 0.506 2.302 1.825
H -0.737 1.069 1.650
H 2.351 0.720 0.790
H 1.118 -2.559 1.690
H 2.389 -1.280 1.895
H -0.536 -0.961 2.799
H 3.128 -0.615 3.960
H 4.785 0.522 5.485
H 4.659 2.926 5.777
H 2.762 4.224 4.955

=====

no.,energy (Ha)
1,-3033.9612
2,-2153.8988
3,-5006.8689
4,-1741.7531
5,-1837.0997
6,-3158.6681
7,-1511.2477
8,-1168.0934
9,-1167.3685